1.
This record from the Open Molecules 2025 dataset describes a structure of composition C34H65Br2O23S6Zn at a distorted geometry. The level of theory is ωB97M-V with the def2-TZVPD basis set.

Properties
Orbital gap in eV: 6.81
HOMO energy in eV: -10.54
E_LUMO in eV: -3.73
Total energy in Eh: -12380.86458

The geometry in ORCA input format:
```
! RIJCOSX wB97M-V def2-TZVPD def2/J DEFGRID3
* xyz 1 1
Zn -2.780 1.912 1.576
C -0.099 -0.888 -0.408
C -0.196 0.606 -0.072
O -1.424 0.914 0.486
H -0.563 -1.090 -1.380
H -0.697 -1.500 0.266
H 0.926 -1.241 -0.521
H -0.058 1.140 -1.025
H 0.618 0.945 0.582
Br 4.503 0.923 3.661
C 4.418 -0.703 2.546
C 3.187 -0.877 1.725
Br 2.996 -2.735 1.141
H 4.606 -1.534 3.218
H 5.265 -0.727 1.855
H 3.053 -0.231 0.861
H 2.360 -0.518 2.352
O 1.895 -8.185 -0.603
S 1.836 -7.528 0.664
O 2.864 -7.714 1.639
O 1.780 -5.917 0.433
C 0.945 -5.436 -0.638
C -0.064 -4.498 0.046
C 0.241 -7.750 1.473
H 0.388 -6.170 -1.219
H 1.601 -4.872 -1.300
H -0.644 -3.895 -0.651
H 0.469 -3.914 0.792
H -0.821 -5.160 0.471
H 0.079 -8.828 1.533
H -0.554 -7.361 0.844
H 0.312 -7.343 2.476
O -1.433 2.352 -5.064
S -0.226 2.830 -4.456
O -0.272 3.924 -3.503
O 0.444 1.510 -3.793
C 1.258 1.688 -2.634
C 2.660 1.217 -2.929
C 0.962 3.210 -5.770
H 0.929 1.136 -1.748
H 1.269 2.729 -2.302
H 3.335 1.362 -2.080
H 3.214 1.732 -3.721
H 2.643 0.187 -3.292
H 1.957 3.281 -5.328
H 0.824 4.235 -6.117
H 0.901 2.503 -6.589
O -3.538 -1.914 4.227
S -2.632 -0.871 3.797
O -3.060 0.121 2.800
O -1.952 -0.190 5.058
C -2.690 0.871 5.711
C -1.862 1.544 6.779
C -1.168 -1.713 3.196
H -3.494 0.345 6.243
H -3.236 1.540 5.045
H -1.592 0.824 7.549
H -2.485 2.313 7.229
H -0.950 1.919 6.313
H -1.402 -2.323 2.327
H -0.755 -2.333 3.987
H -0.441 -0.957 2.898
O -2.388 3.607 0.554
S -1.955 4.394 -0.583
O -2.348 5.773 -0.670
O -0.385 4.168 -0.630
C 0.416 4.985 -1.513
C 1.769 4.361 -1.666
C -2.488 3.452 -2.091
H 0.550 5.987 -1.097
H -0.081 5.126 -2.475
H 2.088 3.925 -0.718
H 2.504 5.000 -2.142
H 1.610 3.473 -2.291
H -2.431 2.422 -1.741
H -1.735 3.589 -2.863
H -3.473 3.847 -2.315
O -5.736 1.853 -1.753
S -5.232 0.973 -0.750
O -4.217 1.462 0.175
O -6.529 0.407 0.094
C -6.335 0.179 1.516
C -5.986 -1.271 1.865
C -4.611 -0.555 -1.416
H -7.352 0.342 1.876
H -5.695 0.895 2.022
H -5.002 -1.504 1.465
H -6.736 -1.969 1.492
H -6.056 -1.375 2.947
H -5.137 -0.884 -2.306
H -4.653 -1.366 -0.689
H -3.536 -0.382 -1.520
O 0.778 1.167 4.032
S 0.154 2.353 3.493
O -1.169 2.309 2.886
O 0.097 3.461 4.640
C 1.120 3.533 5.636
C 0.864 4.766 6.475
C 1.237 3.181 2.309
H 2.066 3.648 5.089
H 1.255 2.592 6.173
H -0.184 4.836 6.768
H 1.024 5.657 5.868
H 1.531 4.754 7.333
H 0.850 4.200 2.276
H 1.133 2.724 1.330
H 2.239 3.207 2.731
C 4.506 -2.160 -3.296
C 3.851 -1.392 -2.421
C 4.343 -0.035 -2.063
O 4.024 0.574 -1.063
C 5.291 0.543 -3.052
C 5.927 -0.242 -3.945
C 5.670 -1.706 -4.046
O 6.274 -2.451 -4.783
H 4.155 -3.152 -3.556
H 2.964 -1.741 -1.907
H 5.593 1.579 -3.131
H 6.462 0.178 -4.789
C 0.168 -3.444 -5.273
C -0.681 -4.243 -4.621
C -1.357 -3.885 -3.341
O -1.950 -4.649 -2.621
C -1.009 -2.506 -2.942
C -0.043 -1.759 -3.478
C 0.698 -2.194 -4.703
O 1.662 -1.582 -5.102
H 0.549 -3.804 -6.221
H -1.069 -5.164 -5.046
H -1.583 -2.165 -2.083
H 0.073 -0.804 -2.983
*
```

Atom charges from the Löwdin analysis, given in e for atoms 1 to 6: number 1, Zn, carries 0.763; number 2, C, carries -0.065; number 3, C, carries -0.391; number 4, O, carries -0.331; number 5, H, carries 0.004; number 6, H, carries 0.065

2.
This record from the Open Molecules 2025 dataset describes a structure of composition C34H65N6O7PV at a distorted geometry. The level of theory is ωB97M-V with the def2-TZVPD basis set.

Properties
Orbital gap (spin up / spin down) in eV: 6.27 / 1.55
HOMO energy (spin up / spin down) in eV: -7.28 / -7.33
<S²>: 3.769
E_LUMO (spin up / spin down) in eV: -1.01 / -5.78
Total energy in Eh: -3475.00873

The geometry in ORCA input format:
```
! RIJCOSX wB97M-V def2-TZVPD def2/J DEFGRID3
* xyz 0 4
V -0.411 1.140 -2.980
C -0.338 -3.005 -4.759
C 0.130 -1.585 -4.530
C 1.606 -1.453 -4.149
C 2.153 -2.026 -2.887
C 3.710 -1.880 -2.787
C 1.964 -3.564 -2.838
N 1.392 -1.452 -1.727
C 1.411 1.709 -2.013
C 0.946 3.125 -2.044
N -0.466 3.246 -2.638
C -0.452 3.784 -3.987
C 0.193 2.862 -5.015
O 0.220 3.269 -6.186
O 0.708 1.723 -4.598
C -1.519 3.794 -1.741
C -1.115 4.987 -0.806
C -2.510 2.760 -1.062
C -2.007 1.554 -0.237
C -3.255 0.959 0.456
C -1.040 1.795 0.865
N -1.377 0.503 -1.187
C -2.338 -0.469 -1.749
C -1.636 -1.391 -2.722
N -0.885 -0.664 -3.829
C -1.850 -0.340 -4.985
C -2.775 0.772 -4.577
O -3.854 0.930 -5.110
O -2.265 1.499 -3.637
H 0.473 -3.555 -5.365
H -1.277 -2.900 -5.332
H -0.477 -3.583 -3.851
H 0.217 -1.116 -5.511
H 1.917 -0.395 -4.285
H 2.103 -1.940 -4.990
H 4.057 -2.247 -3.823
H 4.199 -2.396 -1.995
H 4.029 -0.807 -2.754
H 2.616 -4.027 -3.577
H 0.975 -4.010 -2.745
H 2.423 -3.966 -1.954
H 1.894 -0.784 -1.089
H 1.045 -2.214 -1.219
H 2.311 1.416 -2.596
H 1.507 1.378 -0.974
H 1.590 3.794 -2.639
H 0.789 3.472 -1.055
H 0.050 4.821 -4.058
H -1.480 4.090 -4.302
H -2.101 4.380 -2.511
H -0.439 4.670 0.038
H -1.963 5.457 -0.369
H -0.514 5.641 -1.417
H -3.324 2.468 -1.789
H -2.965 3.344 -0.210
H -3.721 1.671 1.125
H -2.968 0.169 1.069
H -4.051 0.642 -0.308
H -1.384 2.637 1.509
H 0.030 2.012 0.636
H -0.973 0.894 1.557
H -0.710 -0.048 -0.633
H -3.287 -0.037 -2.131
H -2.621 -1.176 -0.921
H -2.324 -2.071 -3.143
H -0.894 -1.882 -2.094
H -2.319 -1.262 -5.333
H -1.227 0.031 -5.841
C 1.599 0.163 5.223
C 2.476 0.663 4.106
P 2.984 2.406 3.991
C 4.030 2.471 5.559
C 4.767 3.817 5.818
C 1.459 3.375 4.362
C 1.431 4.830 3.881
H 1.334 -0.900 4.960
H 0.611 0.606 5.285
H 2.100 0.154 6.183
H 2.025 0.373 3.143
H 3.383 0.067 4.207
H 4.720 1.630 5.519
H 3.254 2.176 6.337
H 4.645 4.480 4.950
H 4.217 4.426 6.542
H 5.816 3.709 6.082
H 1.297 3.396 5.475
H 0.695 2.712 3.996
H 2.227 5.403 4.281
H 0.462 5.374 4.062
H 1.535 4.918 2.779
C -4.053 -3.494 2.714
C -2.830 -3.675 3.640
C -1.476 -3.709 2.842
C -0.391 -3.694 3.930
C 1.079 -3.790 3.462
C -1.345 -5.037 2.170
O -1.450 -6.163 2.704
N -1.065 -4.972 0.822
C -0.892 -3.835 -0.017
O -0.432 -4.057 -1.175
N -1.213 -2.645 0.522
C -1.245 -2.467 1.866
O -1.061 -1.296 2.350
H -4.995 -3.608 3.289
H -4.087 -4.123 1.851
H -3.982 -2.494 2.303
H -2.930 -4.683 4.052
H -2.717 -2.964 4.498
H -0.557 -4.612 4.629
H -0.571 -2.777 4.519
H 1.204 -4.708 2.833
H 1.652 -3.936 4.364
H 1.357 -2.840 2.941
H -0.615 -5.824 0.490
*
```

Atom charges from the Löwdin analysis, given in e for atoms 1 to 6: number 1, V, carries 0.961; number 2, C, carries -0.040; number 3, C, carries -0.320; number 4, C, carries -0.135; number 5, C, carries -0.557; number 6, C, carries -0.044

Question: Which of these has the lowest total energy?
Answer: C34H65Br2O23S6Zn

Question: Which of these has the lowest total energy?
Answer: C34H65Br2O23S6Zn

Question: Look up the total energy of the second one.
Answer: -3475.00873 Eh

Question: total energy of number 1 (C34H65Br2O23S6Zn)?
Answer: -12380.86458 Eh